(1)
117
Properties=species:S:1:pos:R:3:forces:R:3:lowdin_charge:R:1 method="wB97M-V/def2-TZVPD" smiles="CCCCC[C@@]1([C@H](C)CC)[C@@H](C(=O)[O-])O[C@](Br)(COCC)[C@H](NCC)[N@H+]1[PH2]=S.COP(=O)(OC)OC.COP(=O)(OC)OC.COP(=O)(OC)OC" homo_energy_ha=-0.2735 homo_lumo_gap_ha=0.1738 total_charge=0 total_energy_ha=-6756.348275 largest_force_ev_per_a=9.75
O 2.436 -5.032 -1.637 3.00 1.44 1.16 -0.283
H -2.257 2.160 0.981 0.95 0.07 -0.70 0.105
H -1.010 2.145 5.394 -0.79 -1.48 -0.37 0.086
P -2.640 0.008 1.103 -2.10 -3.77 0.67 0.446
H 5.059 4.978 4.495 0.09 -0.13 0.04 0.093
C -2.549 4.108 -2.353 -1.64 0.53 -0.70 -0.232
P -3.067 -6.548 -3.808 -8.88 -3.28 0.93 0.707
H -0.139 -0.711 0.117 0.16 1.60 -0.38 0.093
C -4.963 2.536 0.884 -0.94 0.83 1.35 -0.243
H -0.202 -2.901 -0.278 0.29 -0.14 0.09 0.065
O -3.939 -7.097 -2.684 1.74 0.52 0.07 -0.277
H -4.663 3.461 -0.849 1.21 -0.38 0.04 0.102
H 3.214 -6.896 -2.125 0.00 0.06 0.09 0.080
C 8.097 2.708 4.376 0.46 0.01 -0.16 -0.130
H 4.750 -4.025 1.651 0.18 -0.02 0.15 0.074
O -3.874 -6.590 -5.235 1.10 0.44 0.16 -0.258
Br -4.216 2.103 -3.448 0.28 0.04 0.61 0.809
O 6.771 3.162 4.638 -0.33 -3.17 1.57 -0.286
C 4.318 -4.935 2.078 0.19 0.01 0.22 -0.162
C 3.371 -5.838 -2.349 0.08 -0.28 -0.26 -0.138
H 0.060 -4.416 -1.154 0.15 -0.04 0.04 0.086
H -3.664 0.407 2.055 1.32 0.87 -0.58 -0.003
H 8.795 3.368 4.892 -0.18 -0.01 0.04 0.089
H -1.800 -8.582 -2.165 -0.03 0.10 -0.05 0.082
H 5.160 4.281 6.148 0.06 0.16 -0.12 0.085
C -1.341 -8.440 -3.145 0.19 -0.22 0.29 -0.132
O 5.757 2.680 2.560 0.87 -1.42 0.87 -0.266
H 3.222 -5.676 -3.417 -0.06 0.11 0.12 0.088
H 0.887 -0.611 2.156 -0.26 1.43 -0.89 0.115
O 1.490 -3.914 0.288 1.65 -0.22 0.20 -0.258
C -2.610 -4.011 -3.221 0.20 0.62 0.18 -0.136
O -2.323 -8.067 -4.109 2.15 2.68 -0.50 -0.294
O -3.632 -4.942 -3.588 3.29 -0.81 -1.04 -0.245
C -4.562 2.978 2.397 -0.65 -0.30 -0.35 -0.103
H 3.865 -0.957 3.389 0.04 0.13 -0.01 0.083
H 0.851 0.701 4.856 -1.05 -0.24 -1.04 0.110
H -4.434 -8.594 -5.338 0.14 0.04 0.04 0.090
H 1.165 0.383 -0.469 -1.51 -0.06 0.99 0.133
H 4.428 -4.900 3.163 -0.09 -0.04 -0.09 0.083
O -1.927 4.359 -3.645 -0.58 0.61 1.49 -0.191
H 2.948 3.237 -1.014 -0.82 -0.65 -1.27 0.086
O -0.440 -1.535 -2.213 -2.09 6.09 0.59 -0.185
H 4.815 -0.479 4.811 -0.06 -0.22 -0.06 0.081
H -2.099 7.897 -3.609 0.25 -1.66 0.49 0.088
H -1.745 0.431 5.752 0.69 1.00 -0.74 0.075
H -0.161 -0.575 4.027 0.03 1.31 -0.02 0.097
C -1.339 1.135 4.963 0.40 0.15 -0.47 -0.123
H -3.529 3.449 2.407 -1.11 -0.72 0.14 0.064
C -3.182 1.990 -0.766 -3.02 0.20 -1.72 -0.298
H -1.002 6.718 -2.621 -1.26 0.35 -0.87 0.084
C -0.057 0.543 4.185 -0.90 0.73 0.23 -0.239
N -4.005 3.088 -0.141 -0.44 -1.19 0.51 -0.031
H -4.795 -7.595 -6.756 0.09 0.23 0.21 0.088
H -1.643 -0.565 1.944 0.22 1.26 -0.39 0.017
C 4.678 -0.319 3.738 -0.08 -0.45 0.00 -0.148
H 0.296 1.076 -2.375 -1.55 0.46 1.02 0.165
H -3.359 5.698 -4.550 1.25 -0.26 0.89 0.131
C -2.690 2.528 -2.166 0.93 0.30 -1.65 -0.597
H 0.804 2.226 3.043 -1.40 -0.90 -0.60 0.125
H -3.618 4.519 -2.464 1.43 -0.55 0.53 0.102
P 5.538 2.166 3.978 -3.55 7.08 -5.44 0.706
H -5.138 1.418 0.800 0.35 1.20 -0.03 0.094
H -1.849 -3.959 -4.004 0.03 0.27 0.13 0.086
C -2.289 5.661 -4.136 0.48 1.44 -1.15 -0.255
H 2.589 3.186 -2.847 -0.51 -0.39 1.35 0.084
H -3.122 -8.076 -6.450 -0.10 -0.18 0.07 0.081
H -1.617 5.853 -5.047 -0.89 -0.54 1.30 0.131
C 0.260 0.354 0.237 0.15 -1.00 -0.09 -0.144
C 4.573 4.333 5.230 -0.06 0.39 0.36 -0.120
H 1.060 2.716 0.486 -1.68 -0.57 -0.77 0.139
N -2.111 1.476 0.194 -0.88 2.07 1.31 -0.108
H -4.667 2.100 3.128 0.40 1.29 -1.00 0.065
H -1.741 4.126 0.493 1.36 -0.05 -0.04 0.053
S -3.447 -1.418 0.116 0.24 0.36 -0.24 0.345
C 0.093 1.361 2.787 1.20 -0.73 1.68 -0.226
P 2.604 -5.091 0.072 -9.19 -3.03 1.19 0.703
H -2.790 6.849 -2.279 0.94 0.05 -1.08 0.071
O 2.933 -5.022 1.760 2.35 1.41 -1.91 -0.259
H 1.065 -2.970 -1.501 -0.27 -0.12 0.04 0.071
H -2.204 1.335 4.231 1.23 -0.30 0.98 0.046
H 4.391 -5.550 -2.087 0.05 -0.12 -0.23 0.076
O 4.336 1.042 3.481 1.99 -0.91 2.57 -0.268
H 8.308 2.735 3.305 -0.11 -0.03 0.03 0.083
O -1.554 1.934 -2.763 -0.38 0.80 2.08 -0.110
H -0.482 3.811 1.764 -0.29 0.53 -1.52 0.073
H -5.990 3.022 0.712 1.52 -0.80 0.01 0.128
C -0.613 4.048 0.644 -0.87 -0.81 1.55 -0.071
H 4.851 -5.812 1.694 0.10 0.05 0.11 0.082
C -1.255 -0.398 -2.294 -0.62 -6.83 -2.07 -0.480
H 5.596 -0.586 3.205 -0.06 -0.11 0.01 0.084
H -2.073 4.680 -1.507 -0.07 -0.92 -0.85 0.109
H 1.104 4.570 -1.122 -0.72 -1.51 -0.38 0.110
H 0.123 3.688 -2.342 0.55 -0.64 0.94 0.098
H -2.148 -4.311 -2.275 0.03 0.14 -0.02 0.072
C 0.559 -3.543 -0.728 -0.17 0.30 -0.37 -0.127
C -4.058 -7.788 -5.970 -0.03 -0.19 -0.38 -0.130
O 4.357 3.027 4.719 0.53 -1.12 0.40 -0.263
H 2.224 1.727 -1.768 0.01 1.29 -0.21 0.058
H -5.298 3.769 2.751 1.06 -0.93 -0.44 0.076
O -2.403 -0.592 -2.852 2.73 2.41 2.16 -0.105
C -0.720 1.491 -0.347 3.73 -0.96 -1.75 -0.257
C 0.812 0.447 1.712 1.10 0.16 0.39 -0.197
H -3.962 1.172 -0.981 1.98 0.40 0.22 0.100
C 0.782 3.511 -1.446 1.37 0.76 -0.24 -0.195
H 3.600 4.768 5.476 0.03 -0.31 -0.12 0.090
C 2.225 2.858 -1.821 -0.51 0.25 0.64 -0.088
H -0.565 -7.675 -3.085 0.12 -0.20 0.12 0.076
H -0.183 5.079 0.497 -0.27 -1.31 -0.15 0.090
H 1.908 0.794 1.654 -1.60 -0.44 0.14 0.119
C -0.760 1.084 -1.925 0.01 -1.47 -0.50 -0.135
H -3.057 -3.024 -3.099 0.10 -0.10 -0.04 0.070
H -0.941 1.749 2.554 1.20 -0.31 -0.05 0.054
C 0.107 2.860 -0.149 0.93 2.33 0.05 -0.231
H -0.886 -9.380 -3.463 -0.09 0.09 -0.11 0.085
O 1.959 -6.469 0.175 1.89 0.33 -0.29 -0.268
H 8.227 1.692 4.755 0.24 0.08 0.00 0.079
C -2.020 6.862 -3.122 -0.34 -0.35 0.64 -0.098

---

(2)
47
Properties=species:S:1:pos:R:3:forces:R:3:lowdin_charge:R:1 method="wB97M-V/def2-TZVPD" homo_energy_ha=-0.4253 relative_energy_kcal_mol=5.8 homo_lumo_gap_ha=0.2536 total_charge=+1 total_energy_ha=-1267.308363 largest_force_ev_per_a=2.53
C 0.948 4.507 -0.259 -0.01 0.52 0.32 0.014
N 0.921 3.097 -0.595 0.21 -1.34 1.49 -0.056
H 0.250 3.010 -5.193 0.11 -0.12 0.29 0.114
H -0.592 -2.951 2.683 -0.15 0.08 0.22 0.081
H -0.672 -1.327 -1.314 0.25 -0.27 0.02 0.132
H 1.950 4.821 0.067 -0.26 -0.19 -0.21 0.112
C 1.370 -0.401 0.219 1.99 0.85 -1.32 -0.081
H 0.245 4.717 0.557 0.10 -0.05 -0.29 0.107
H -0.701 -3.412 -2.675 0.30 0.06 0.21 0.117
H 0.378 4.349 -3.043 0.03 -0.30 -0.25 0.110
C -2.626 0.549 2.904 -0.01 0.01 -0.24 -0.251
C 1.324 -1.652 -0.549 -0.47 -0.60 0.12 -0.251
H 2.028 -0.386 1.097 -0.57 -0.11 -0.28 0.107
H -2.887 0.734 1.856 0.06 -0.04 0.06 0.111
C 1.155 0.849 -0.397 -0.37 -0.72 0.11 -0.144
C -2.564 -2.055 2.917 0.03 0.08 -0.26 -0.250
H 1.222 -0.592 -3.004 -0.20 0.28 -0.18 0.107
H 1.308 -4.899 -2.726 -0.01 0.26 0.24 0.116
C 1.304 -4.004 -2.100 0.06 0.27 0.22 -0.049
C 0.706 1.134 -4.218 0.14 -0.10 0.49 -0.050
H -4.301 -0.793 3.059 0.20 0.02 0.18 0.117
C 0.465 2.516 -4.246 -0.03 0.16 0.55 -0.053
H -2.818 -2.267 1.873 0.08 0.04 0.08 0.111
C 0.916 1.170 -1.812 -0.28 0.70 -0.11 -0.087
C -3.252 -0.766 3.381 0.00 -0.03 0.28 -0.210
H 0.667 5.086 -1.141 0.03 -0.09 0.30 0.086
C 2.420 -3.691 -1.313 -0.08 0.13 -0.04 -0.055
H -0.808 0.495 4.099 0.04 0.10 -0.22 0.091
H -0.751 -1.892 4.111 0.05 -0.06 -0.21 0.089
S -0.269 -0.689 2.107 -0.99 -0.25 1.02 0.974
C 2.418 -2.543 -0.522 -0.14 0.28 0.14 -0.009
C 0.967 0.465 -3.010 -0.12 0.02 -0.53 -0.004
H 1.349 2.265 1.337 -0.12 0.08 -0.19 0.153
C -1.107 0.611 3.048 0.03 0.35 -0.11 -0.439
H 3.280 -2.290 0.102 -0.22 -0.19 -0.22 0.125
C -1.045 -2.028 3.063 0.12 -0.48 -0.20 -0.427
H -2.949 -2.892 3.512 0.05 0.10 -0.10 0.117
H -3.256 -0.763 4.479 -0.03 0.02 -0.11 0.117
C 0.513 3.268 -3.060 -0.10 -0.29 -0.39 0.006
C 1.157 2.083 0.284 0.09 1.03 -1.19 0.055
H -0.711 1.560 2.671 -0.16 -0.03 0.19 0.062
C 0.732 2.576 -1.878 0.39 -0.66 -0.18 -0.156
H 0.697 0.565 -5.150 0.06 0.21 0.31 0.114
C 0.192 -1.998 -1.314 0.12 -0.10 -0.11 -0.052
H 3.298 -4.339 -1.314 -0.32 0.19 0.00 0.116
C 0.182 -3.167 -2.081 0.07 0.27 0.21 -0.055
H -3.057 1.372 3.488 0.04 -0.09 -0.10 0.116

---

(3)
12
Properties=species:S:1:pos:R:3:forces:R:3:lowdin_charge:R:1 method="wB97M-V/def2-TZVPD" homo_energy_ha=-0.3479 relative_energy_kcal_mol=54.3 homo_lumo_gap_ha=0.3267 total_charge=0 total_energy_ha=-787.926167 largest_force_ev_per_a=3.93
N 1.824 -3.383 1.242 0.01 -1.16 0.36 -0.297
C 1.332 -2.281 -0.854 -1.03 0.12 -1.33 -0.488
N -2.018 -2.603 -1.283 0.83 1.73 0.22 0.159
C -1.106 0.341 -0.216 0.62 0.15 -1.72 0.027
S 1.011 -3.808 -0.244 1.08 1.68 0.32 0.916
N 1.915 -1.544 0.097 -1.17 -1.97 -2.71 -0.113
H -1.716 0.174 0.617 -0.90 -0.83 1.18 0.083
H -0.594 1.238 -0.287 0.80 2.02 0.36 0.059
H 2.056 -0.575 -0.160 0.74 -0.05 1.11 0.130
N 2.238 -2.231 1.217 0.67 1.20 2.31 -0.113
C -1.506 -1.554 -1.214 -1.83 -3.38 -0.79 -0.405
N -0.925 -0.371 -1.255 0.17 0.50 0.69 0.042

---

Repeat the second record exactly.
47
Properties=species:S:1:pos:R:3:forces:R:3:lowdin_charge:R:1 method="wB97M-V/def2-TZVPD" homo_energy_ha=-0.4253 relative_energy_kcal_mol=5.8 homo_lumo_gap_ha=0.2536 total_charge=+1 total_energy_ha=-1267.308363 largest_force_ev_per_a=2.53
C 0.948 4.507 -0.259 -0.01 0.52 0.32 0.014
N 0.921 3.097 -0.595 0.21 -1.34 1.49 -0.056
H 0.250 3.010 -5.193 0.11 -0.12 0.29 0.114
H -0.592 -2.951 2.683 -0.15 0.08 0.22 0.081
H -0.672 -1.327 -1.314 0.25 -0.27 0.02 0.132
H 1.950 4.821 0.067 -0.26 -0.19 -0.21 0.112
C 1.370 -0.401 0.219 1.99 0.85 -1.32 -0.081
H 0.245 4.717 0.557 0.10 -0.05 -0.29 0.107
H -0.701 -3.412 -2.675 0.30 0.06 0.21 0.117
H 0.378 4.349 -3.043 0.03 -0.30 -0.25 0.110
C -2.626 0.549 2.904 -0.01 0.01 -0.24 -0.251
C 1.324 -1.652 -0.549 -0.47 -0.60 0.12 -0.251
H 2.028 -0.386 1.097 -0.57 -0.11 -0.28 0.107
H -2.887 0.734 1.856 0.06 -0.04 0.06 0.111
C 1.155 0.849 -0.397 -0.37 -0.72 0.11 -0.144
C -2.564 -2.055 2.917 0.03 0.08 -0.26 -0.250
H 1.222 -0.592 -3.004 -0.20 0.28 -0.18 0.107
H 1.308 -4.899 -2.726 -0.01 0.26 0.24 0.116
C 1.304 -4.004 -2.100 0.06 0.27 0.22 -0.049
C 0.706 1.134 -4.218 0.14 -0.10 0.49 -0.050
H -4.301 -0.793 3.059 0.20 0.02 0.18 0.117
C 0.465 2.516 -4.246 -0.03 0.16 0.55 -0.053
H -2.818 -2.267 1.873 0.08 0.04 0.08 0.111
C 0.916 1.170 -1.812 -0.28 0.70 -0.11 -0.087
C -3.252 -0.766 3.381 0.00 -0.03 0.28 -0.210
H 0.667 5.086 -1.141 0.03 -0.09 0.30 0.086
C 2.420 -3.691 -1.313 -0.08 0.13 -0.04 -0.055
H -0.808 0.495 4.099 0.04 0.10 -0.22 0.091
H -0.751 -1.892 4.111 0.05 -0.06 -0.21 0.089
S -0.269 -0.689 2.107 -0.99 -0.25 1.02 0.974
C 2.418 -2.543 -0.522 -0.14 0.28 0.14 -0.009
C 0.967 0.465 -3.010 -0.12 0.02 -0.53 -0.004
H 1.349 2.265 1.337 -0.12 0.08 -0.19 0.153
C -1.107 0.611 3.048 0.03 0.35 -0.11 -0.439
H 3.280 -2.290 0.102 -0.22 -0.19 -0.22 0.125
C -1.045 -2.028 3.063 0.12 -0.48 -0.20 -0.427
H -2.949 -2.892 3.512 0.05 0.10 -0.10 0.117
H -3.256 -0.763 4.479 -0.03 0.02 -0.11 0.117
C 0.513 3.268 -3.060 -0.10 -0.29 -0.39 0.006
C 1.157 2.083 0.284 0.09 1.03 -1.19 0.055
H -0.711 1.560 2.671 -0.16 -0.03 0.19 0.062
C 0.732 2.576 -1.878 0.39 -0.66 -0.18 -0.156
H 0.697 0.565 -5.150 0.06 0.21 0.31 0.114
C 0.192 -1.998 -1.314 0.12 -0.10 -0.11 -0.052
H 3.298 -4.339 -1.314 -0.32 0.19 0.00 0.116
C 0.182 -3.167 -2.081 0.07 0.27 0.21 -0.055
H -3.057 1.372 3.488 0.04 -0.09 -0.10 0.116